{"formula": "C5H7NS2", "method": "ωB97M-V with the def2-TZVPD basis set", "species": ["C", "C", "C", "C", "C", "N", "S", "S", "H", "H", "H", "H", "H", "H", "H"], "positions_angstrom": [[-1.227, -0.915, -1.082], [-1.229, -1.096, 0.332], [-0.521, 0.216, -1.345], [-0.520, -0.071, 0.872], [0.593, 1.883, -0.002], [-0.094, 0.757, -0.149], [2.470, -1.182, -0.174], [3.300, 0.619, -0.147], [-1.690, -1.558, -1.802], [-1.695, -1.900, 0.866], [-0.280, 0.695, -2.271], [-0.295, 0.168, 1.892], [0.841, 2.235, 0.982], [0.851, 2.464, -0.866], [2.561, -1.521, 1.131]], "nbo_charge": [-0.263, -0.276, -0.064, -0.053, -0.091, -0.360, -0.042, -0.270, 0.227, 0.227, 0.220, 0.218, 0.209, 0.210, 0.109], "relative_energy_ev": 2.047, "multiplicity": 1, "fmax_ev_per_a": 1.6, "e_lumo_ev": [-1.2, -0.2], "total_energy_ha": -1045.7688, "gap_ev": [5.971, 7.816]}

{"formula": "C5H7NiO3", "method": "ωB97M-V with the def2-TZVPD basis set", "species": ["O", "C", "O", "Ni", "O", "C", "H", "H", "C", "H", "H", "C", "C", "H", "H", "H"], "positions_angstrom": [[0.049, -1.190, 0.137], [0.373, -0.084, -0.559], [1.715, -0.089, -0.536], [1.858, -1.949, 0.205], [-0.295, 0.893, -0.730], [-1.344, -1.400, 0.594], [-1.541, -0.636, 1.353], [-1.971, -1.220, -0.292], [-1.461, -2.775, 1.105], [-1.215, -3.618, 0.458], [-1.831, -2.955, 2.112], [1.027, 3.153, -1.260], [0.767, 3.866, -0.287], [0.974, 2.961, -2.323], [2.100, 0.894, -0.735], [0.795, 4.149, 0.756]], "nbo_charge": [-0.584, 1.010, -0.749, 0.931, -0.532, -0.166, 0.230, 0.239, -0.260, 0.204, 0.228, 0.066, 0.219, 0.307, 0.559, 0.298], "relative_energy_ev": 2.462, "multiplicity": 4, "fmax_ev_per_a": 4.5, "total_charge": 2, "e_lumo_ev": [-9.0, -13.6], "total_energy_ha": -1927.7766, "gap_ev": [6.876, 3.257]}

{"formula": "C5H7O2S3", "method": "ωB97M-V with the def2-TZVPD basis set", "species": ["C", "C", "C", "C", "C", "O", "O", "S", "S", "S", "H", "H", "H", "H", "H", "H", "H"], "positions_angstrom": [[2.479, -0.753, 0.184], [1.083, -0.392, 0.639], [0.030, -1.318, 0.017], [0.785, 1.047, 0.360], [-2.665, -0.074, -0.391], [2.703, -0.455, -1.048], [3.318, -1.352, 0.857], [-0.165, 1.783, 1.746], [0.948, 1.893, -1.069], [-1.618, -1.277, 0.495], [1.073, -0.699, 1.782], [-0.034, -1.211, -1.187], [-2.264, 0.376, -1.257], [-3.214, 0.554, 0.240], [-3.606, -0.596, -0.739], [-0.840, 2.501, 0.863], [1.986, -0.026, -1.493]], "nbo_charge": [0.816, -0.512, -0.657, -0.192, -0.794, -0.684, -0.629, 0.020, -0.193, 0.188, 0.250, 0.151, 0.215, 0.198, 0.192, 0.131, 0.501], "relative_energy_ev": 1.225, "multiplicity": 1, "fmax_ev_per_a": 4.0, "total_charge": -1, "e_lumo_ev": [2.9, 2.9], "total_energy_ha": -1539.7260, "gap_ev": [5.911, 5.911]}

{"formula": "C5H7O3", "method": "ωB97M-V with the def2-TZVPD basis set", "species": ["O", "O", "O", "C", "C", "C", "C", "C", "H", "H", "H", "H", "H", "H", "H"], "positions_angstrom": [[2.783, 1.166, 1.808], [1.087, 0.855, 3.192], [-1.632, 0.932, -1.434], [1.677, 0.749, 2.081], [1.050, 0.081, 1.039], [-0.358, -0.253, 0.756], [-0.799, -0.099, -1.858], [-0.699, -1.065, -0.581], [-1.067, 1.523, -0.792], [1.703, -0.122, 0.274], [-0.958, -0.045, 1.595], [0.173, 0.280, -1.857], [-1.162, -0.497, -2.889], [-0.099, -1.902, -0.800], [-1.698, -1.602, -0.533]], "nbo_charge": [-0.728, -0.782, -0.746, 0.636, -0.193, -0.262, -0.059, -0.452, 0.488, 0.168, 0.217, 0.161, 0.165, 0.196, 0.191], "relative_energy_ev": 2.615, "multiplicity": 1, "fmax_ev_per_a": 9.7, "total_charge": -1, "smiles": "O=C([O-])/C=C/CCO", "e_lumo_ev": 3.6, "total_energy_ha": -420.4056, "gap_ev": 7.583}

{"formula": "C5H7O4P", "method": "ωB97M-V with the def2-TZVPD basis set", "species": ["C", "C", "C", "C", "C", "O", "O", "O", "O", "P", "H", "H", "H", "H", "H", "H", "H"], "positions_angstrom": [[0.664, -0.553, 0.443], [0.680, 0.739, -0.492], [-0.816, -0.977, 0.650], [-0.831, 1.464, -0.146], [-1.628, 0.223, 0.036], [-4.425, 0.975, -0.325], [-2.353, -0.303, -1.221], [-3.749, -1.297, 0.743], [-0.658, 2.344, 0.782], [-3.385, 0.002, 0.056], [1.156, -1.470, -0.081], [1.102, -0.499, 1.390], [1.514, 1.373, -0.338], [0.683, 0.443, -1.644], [-1.179, -1.854, 0.121], [-1.063, -0.971, 1.704], [-1.099, 1.852, -1.261]], "nbo_charge": [-0.417, -0.475, -0.436, 0.180, -0.152, -1.161, -0.865, -1.199, -0.912, 2.310, 0.153, 0.180, 0.177, 0.147, 0.223, 0.203, 0.043], "relative_energy_ev": 0.981, "multiplicity": 1, "fmax_ev_per_a": 4.7, "total_charge": -2, "smiles": "O=[P@@]1([O-])O[C@]12CCC[C@@H]2[O-]", "e_lumo_ev": 6.9, "total_energy_ha": -837.0091, "gap_ev": 6.230}

{"formula": "C5H7O4S", "method": "ωB97M-V with the def2-TZVPD basis set", "species": ["C", "C", "C", "C", "C", "O", "O", "O", "O", "S", "H", "H", "H", "H", "H", "H", "H"], "positions_angstrom": [[0.789, -1.988, 2.259], [-0.199, -1.173, 2.090], [0.301, 1.491, 0.171], [-0.229, 0.910, -1.176], [-0.465, -0.485, -1.475], [-0.969, 0.651, 3.526], [-1.094, -1.638, 4.361], [-2.783, -0.946, 2.727], [1.204, 1.300, -0.885], [-1.411, -0.711, 3.295], [0.891, -2.751, 3.023], [1.697, -1.987, 1.631], [0.224, 2.590, 0.482], [0.493, 0.807, 0.943], [-0.658, 1.556, -1.887], [0.128, -1.299, -0.917], [-0.979, -0.541, -2.429]], "nbo_charge": [-0.560, -0.190, -0.064, -0.052, -0.310, -0.999, -0.995, -0.999, -0.525, 2.338, 0.219, 0.187, 0.176, 0.207, 0.180, 0.212, 0.174], "relative_energy_ev": 5.589, "multiplicity": 1, "fmax_ev_per_a": 3.2, "total_charge": -1, "e_lumo_ev": [2.5, 3.1], "total_energy_ha": -893.6985, "gap_ev": [7.436, 8.414]}

{"formula": "C5H7O4Tb", "method": "ωB97M-V with the def2-TZVPD basis set", "species": ["O", "Tb", "C", "C", "H", "H", "H", "H", "C", "C", "H", "H", "O", "C", "O", "O", "H"], "positions_angstrom": [[-0.977, 0.132, -2.486], [-1.219, -1.056, -0.775], [-0.281, 1.350, -2.548], [0.754, 1.440, -1.458], [0.222, 1.447, -3.530], [-0.979, 2.206, -2.460], [1.338, 0.533, -1.264], [1.031, 2.440, -1.112], [0.061, 1.182, 1.478], [-0.559, -0.029, 1.299], [-0.546, 2.051, 1.204], [0.782, 1.361, 2.284], [0.037, -1.044, 2.149], [-0.063, -2.272, 1.735], [-0.461, -2.617, 0.618], [0.484, -3.107, 2.586], [0.377, -4.017, 2.279]], "lowdin_charge": [-0.491, 1.969, -0.399, 0.010, 0.125, 0.119, 0.054, 0.073, 0.008, -0.320, 0.071, 0.086, 0.035, -0.622, -0.113, 0.234, 0.161], "relative_energy_ev": 1.754, "multiplicity": 8, "fmax_ev_per_a": 2.9, "total_charge": 1, "e_lumo_ev": [-5.1, -4.4], "total_energy_ha": -1319.8080, "gap_ev": [6.433, 8.880]}

{"formula": "C5H7O4Tm", "method": "ωB97M-V with the def2-TZVPD basis set", "species": ["H", "Tm", "O", "O", "C", "C", "O", "C", "H", "H", "H", "H", "H", "O", "C", "C", "H"], "positions_angstrom": [[-2.665, 0.945, 1.505], [-3.008, 1.336, -1.853], [-3.311, 0.019, -0.241], [-1.515, -0.635, 1.036], [-0.409, -0.867, 0.192], [0.309, 0.473, 0.075], [-1.461, 1.300, -0.194], [-2.322, 0.445, 0.578], [0.189, -1.662, 0.655], [-0.749, -1.215, -0.798], [0.510, 0.936, -0.894], [0.535, 0.943, 1.041], [2.891, 0.838, 0.382], [3.184, -1.176, -1.921], [2.416, -0.136, 0.215], [2.939, -0.768, -0.884], [2.467, -0.776, 1.106]], "nbo_charge": [0.187, 2.463, -0.886, -0.486, -0.151, -0.053, -0.904, 0.573, 0.254, 0.171, 0.213, 0.252, 0.312, -0.312, -0.796, 0.858, 0.306], "multiplicity": 3, "fmax_ev_per_a": 4.9, "total_charge": 2, "e_lumo_ev": [-10.5, -10.6], "total_energy_ha": -1580.1088, "gap_ev": [6.188, 6.079]}

{"formula": "C5H7O4V", "method": "ωB97M-V with the def2-TZVPD basis set", "species": ["O", "C", "C", "O", "C", "C", "V", "H", "H", "H", "H", "H", "H", "H", "O", "C", "O"], "positions_angstrom": [[1.662, 0.041, -0.581], [1.071, -1.138, -0.139], [-0.407, -1.165, -0.492], [-0.956, 0.105, -0.084], [-2.317, 0.229, -0.154], [-2.974, 1.198, 0.475], [0.508, 1.586, -0.555], [1.176, -1.240, 0.959], [1.534, -2.034, -0.592], [-0.933, -1.974, 0.033], [-0.557, -1.274, -1.577], [-2.810, -0.520, -0.780], [-2.462, 1.927, 1.103], [-4.055, 1.267, 0.356], [3.309, 2.020, 0.601], [3.758, 0.931, 0.566], [4.454, 0.040, 0.861]], "nbo_charge": [-0.953, -0.079, -0.099, -0.588, 0.130, -0.470, 0.756, 0.152, 0.173, 0.190, 0.183, 0.188, 0.216, 0.221, -0.566, 1.060, -0.515], "relative_energy_ev": 0.232, "multiplicity": 5, "fmax_ev_per_a": 2.7, "e_lumo_ev": [0.5, 0.4], "total_energy_ha": -1439.5818, "gap_ev": [6.637, 9.870]}

{"formula": "C5H7O4V", "method": "ωB97M-V with the def2-TZVPD basis set", "species": ["O", "V", "C", "C", "H", "H", "H", "H", "C", "C", "O", "C", "O", "O", "H", "H", "H"], "positions_angstrom": [[-0.702, 0.429, -0.752], [0.181, 0.503, -2.403], [-1.971, -0.013, -0.367], [-1.786, -0.738, 0.936], [-1.679, 0.045, 1.700], [-2.651, 0.844, -0.423], [-2.216, -1.246, -0.572], [-2.648, -1.343, 1.238], [-0.059, -1.273, 0.968], [0.571, -0.363, 0.054], [1.646, 0.423, 0.369], [2.277, 1.072, -0.598], [1.900, 1.099, -1.770], [3.285, 1.722, -0.129], [-0.146, -2.287, 0.557], [0.318, -1.177, 1.991], [3.681, 2.303, -0.797]], "nbo_charge": [-0.654, 1.603, -0.166, -0.384, 0.222, 0.280, 0.260, 0.283, -0.556, 0.586, -0.437, 1.063, -0.722, -0.542, 0.305, 0.309, 0.550], "relative_energy_ev": 0.000, "multiplicity": 5, "fmax_ev_per_a": 5.8, "total_charge": 2, "e_lumo_ev": [-9.6, -10.4], "total_energy_ha": -1438.8265, "gap_ev": [8.239, 7.566]}

{"formula": "C5H7OP", "method": "ωB97M-V with the def2-TZVPD basis set", "species": ["C", "C", "C", "C", "C", "O", "P", "H", "H", "H", "H", "H", "H", "H"], "positions_angstrom": [[0.309, 2.024, -0.064], [0.816, 0.835, 0.529], [-0.784, 1.909, -0.820], [-0.018, -0.335, 0.062], [0.270, -1.800, 0.530], [-0.376, -2.767, -0.246], [-0.997, 0.181, -1.335], [0.690, 3.058, 0.315], [1.546, 0.690, 1.223], [-1.262, 2.782, -1.380], [-0.044, -2.034, 1.546], [1.347, -2.006, 0.767], [0.192, -2.640, -1.130], [-2.416, 0.210, -0.787]], "nbo_charge": [-0.252, -0.210, -0.504, -0.353, -0.111, -0.684, 0.597, 0.218, 0.211, 0.238, 0.194, 0.170, 0.461, 0.025], "relative_energy_ev": 2.343, "multiplicity": 1, "fmax_ev_per_a": 7.9, "smiles": "OCC1=[PH]=CC=C1", "e_lumo_ev": 0.2, "total_energy_ha": -611.2004, "gap_ev": 8.599}

{"formula": "C5H7PS", "method": "ωB97M-V with the def2-TZVPD basis set", "species": ["C", "C", "C", "C", "C", "P", "S", "H", "H", "H", "H", "H", "H", "H"], "positions_angstrom": [[-0.194, 0.745, 0.654], [-0.257, -0.605, 1.229], [1.040, 0.743, -0.182], [0.755, -1.321, 0.656], [1.493, -0.502, -0.251], [-1.325, 0.447, -0.918], [-0.620, -1.131, -1.760], [-0.749, 1.578, 1.110], [-0.915, -0.800, 2.005], [1.487, 1.510, -0.685], [1.081, -2.328, 0.863], [2.368, -0.681, -0.701], [-1.475, 1.748, -1.454], [-2.689, 0.597, -0.568]], "lowdin_charge": [-0.377, -0.156, -0.185, -0.188, -0.235, 0.401, 0.362, 0.110, 0.085, 0.084, 0.106, 0.076, -0.034, -0.048], "relative_energy_ev": 2.927, "multiplicity": 3, "fmax_ev_per_a": 6.7, "e_lumo_ev": [1.0, -2.1], "total_energy_ha": -934.0439, "gap_ev": [5.864, 6.367]}

{"formula": "C5H8", "method": "ωB97M-V with the def2-TZVPD basis set", "species": ["C", "C", "C", "C", "C", "H", "H", "H", "H", "H", "H", "H", "H"], "positions_angstrom": [[0.917, 1.805, 1.387], [0.580, 1.292, 0.161], [-0.392, 0.164, 0.113], [-0.149, -0.806, -0.712], [-0.868, -2.037, -0.896], [1.886, 2.102, 1.664], [0.234, 1.639, 2.192], [1.058, 1.571, -0.802], [-1.363, 0.371, 0.662], [0.786, -0.809, -1.220], [-1.909, -2.166, -0.610], [-0.423, -2.894, -0.291], [-0.794, -2.321, -1.909]], "nbo_charge": [-0.735, -0.398, -0.213, -0.364, -0.606, 0.156, 0.140, 0.162, 0.168, 0.170, 0.184, 0.153, 0.183], "relative_energy_ev": 1.394, "multiplicity": 2, "fmax_ev_per_a": 5.2, "total_charge": -1, "e_lumo_ev": [4.3, 4.3], "total_energy_ha": -195.1821, "gap_ev": [3.233, 6.772]}

{"formula": "C5H8", "method": "ωB97M-V with the def2-TZVPD basis set", "species": ["C", "C", "C", "C", "C", "H", "H", "H", "H", "H", "H", "H", "H"], "positions_angstrom": [[1.264, -0.752, 0.451], [1.661, 0.646, 0.889], [0.352, 0.390, 0.264], [-0.796, 0.776, -0.190], [-1.969, 1.085, -0.678], [-1.066, -2.309, -1.013], [1.016, -1.479, 1.222], [1.736, -1.171, -0.434], [2.415, 1.169, 0.303], [1.693, 0.852, 1.957], [-1.355, -1.625, -0.985], [-2.865, 1.059, -0.062], [-2.086, 1.358, -1.725]], "nbo_charge": [-0.412, -0.413, -0.104, 0.100, -0.497, -0.014, 0.222, 0.222, 0.223, 0.223, 0.010, 0.220, 0.219], "relative_energy_ev": 3.385, "multiplicity": 1, "fmax_ev_per_a": 0.6, "smiles": "C=C=C1CC1.[H][H]", "e_lumo_ev": 1.2, "total_energy_ha": -195.1676, "gap_ev": 10.519}

{"formula": "C5H8", "method": "ωB97M-V with the def2-TZVPD basis set", "species": ["C", "C", "C", "C", "C", "H", "H", "H", "H", "H", "H", "H", "H"], "positions_angstrom": [[-0.325, -0.252, 2.488], [-0.382, -0.122, 1.273], [0.669, 1.248, -0.544], [-0.161, -1.232, -0.899], [-0.414, 0.259, -0.102], [-0.404, -0.305, 3.543], [0.976, 1.079, -1.536], [1.467, 1.142, 0.110], [0.154, 2.184, -0.525], [0.684, -1.720, -0.342], [-1.093, -1.811, -1.105], [0.131, -1.131, -1.884], [-1.301, 0.664, -0.477]], "nbo_charge": [-0.262, 0.011, -0.584, -0.597, -0.287, 0.237, 0.208, 0.214, 0.209, 0.215, 0.215, 0.195, 0.224], "relative_energy_ev": 2.355, "multiplicity": 1, "fmax_ev_per_a": 5.2, "smiles": "C#CC(C)C", "e_lumo_ev": 1.1, "total_energy_ha": -195.2055, "gap_ev": 10.730}